Computed, not measured: a structure of composition C19H39Br16INO4P in a non-equilibrium geometry, with ωB97M-V with the def2-TZVPD basis set.

Element x y z (Å)
C: 1.995243 -1.248785 -0.524847
C: 1.733905 0.292655 -0.560309
N: 2.648570 1.049593 -1.084683
C: 0.455835 1.016976 0.034721
O: -0.394778 0.171258 0.844085
P: -1.635952 -0.550440 -0.026324
O: -2.782279 -0.755384 0.962742
O: -1.125401 -2.076877 -0.473813
O: -2.258473 0.378507 -1.276852
I: -1.353576 0.050766 -3.048846
H: 3.012937 -1.409131 -0.990684
H: 1.270751 -1.794911 -1.191317
H: 2.045967 -1.679312 0.511674
H: 2.345164 2.036398 -1.008154
H: 0.856669 1.813645 0.732382
H: -0.069633 1.567691 -0.789216
H: -1.517290 -2.372470 -1.313716
Br: -7.256601 -3.151890 1.535748
C: -5.983074 -1.974845 2.432193
C: -5.655000 -2.469319 3.817230
Br: -7.099048 -2.086748 5.070351
H: -6.414693 -0.976735 2.422052
H: -5.092546 -1.987360 1.801837
H: -4.786901 -1.943548 4.213975
H: -5.474890 -3.540755 3.859390
Br: 3.894943 7.370979 0.472004
C: 4.481170 5.581812 -0.031398
C: 3.824676 5.129819 -1.310102
Br: 1.976688 4.587515 -1.004413
H: 4.272495 4.929369 0.813596
H: 5.560478 5.663958 -0.164291
H: 4.320414 4.241046 -1.701856
H: 3.806601 5.898054 -2.079069
Br: -4.436291 1.377592 -6.244529
C: -5.813152 2.016724 -5.021665
C: -5.235028 2.940800 -3.980784
Br: -4.277672 1.946125 -2.606739
H: -6.293312 1.138084 -4.596897
H: -6.527535 2.547746 -5.651333
H: -6.030098 3.465729 -3.451013
H: -4.537204 3.667276 -4.391775
Br: 0.661304 2.402384 5.361278
C: -1.166132 1.732268 5.252655
C: -1.493731 1.254918 3.861130
Br: -1.824418 2.750314 2.658413
H: -1.818235 2.531438 5.597796
H: -1.206790 0.904006 5.960605
H: -2.420244 0.680612 3.860939
H: -0.702450 0.657544 3.413652
Br: 2.420951 6.981873 -5.043707
C: 4.166689 7.542594 -5.703305
C: 5.237491 6.554773 -5.319265
Br: 5.726105 6.740875 -3.442439
H: 4.346406 8.543281 -5.316808
H: 4.060097 7.589486 -6.787340
H: 6.155504 6.749064 -5.873887
H: 4.940518 5.518955 -5.469239
Br: 4.317309 -4.583542 0.343749
C: 3.262192 -5.035038 1.918303
C: 2.089274 -5.909680 1.557861
Br: 0.675251 -4.862682 0.724020
H: 2.969790 -4.096144 2.383846
H: 3.948775 -5.564909 2.579281
H: 1.639937 -6.338307 2.453860
H: 2.343916 -6.710514 0.867056
Br: -6.109410 -7.187167 0.750693
C: -6.648898 -7.525019 2.592298
C: -6.335704 -6.350339 3.483225
Br: -4.437690 -6.263918 3.911978
H: -6.156734 -8.443876 2.903023
H: -7.725301 -7.692073 2.545465
H: -6.839807 -6.455685 4.444177
H: -6.599178 -5.389725 3.039813
Br: 5.734033 -2.389505 -2.149320
C: 6.971919 -1.161950 -1.276176
C: 7.343719 -1.636795 0.105559
Br: 5.908487 -1.300103 1.379770
H: 6.500567 -0.181336 -1.279236
H: 7.849354 -1.141301 -1.923299
H: 8.197234 -1.075049 0.485330
H: 7.565844 -2.701295 0.148876

Forces on the atoms, in the same order (eV/Å):
0.49 0.48 -0.63
1.05 0.45 -0.33
-1.62 -0.79 0.86
1.86 0.49 0.29
-1.52 -0.77 -3.41
-3.51 -1.33 4.32
2.47 0.78 -2.22
-0.07 2.56 -0.43
2.28 -1.73 1.05
0.05 0.14 -0.13
-1.06 0.34 0.57
0.49 0.46 1.04
-0.48 0.43 -0.99
0.23 -0.43 -0.15
-0.56 -0.91 -0.67
0.17 -0.67 0.76
0.08 0.09 0.24
-0.04 0.13 0.02
0.21 -0.15 -0.25
-0.04 0.23 0.10
0.00 -0.11 0.01
0.02 -0.10 0.08
-0.01 0.04 0.10
-0.04 -0.03 -0.11
0.03 0.11 -0.05
-0.01 -0.09 0.03
0.13 0.25 -0.03
-0.18 -0.32 0.08
-0.10 0.22 0.00
-0.03 0.02 -0.12
-0.08 -0.05 -0.06
0.00 0.06 0.05
-0.18 -0.17 0.30
-0.04 -0.06 0.08
0.01 0.13 -0.29
-0.06 -0.08 0.29
-0.28 0.29 -0.06
0.09 0.09 0.05
0.06 0.00 0.07
0.01 -0.06 -0.08
-0.08 -0.11 -0.05
-0.08 0.06 0.01
0.21 -0.15 0.10
-0.26 0.05 -0.08
0.09 -0.02 -0.01
0.04 -0.05 -0.11
-0.02 0.03 -0.10
0.07 0.02 -0.01
-0.06 0.06 0.06
0.10 0.07 0.08
-0.28 -0.12 -0.16
0.26 0.11 0.02
0.32 0.15 -0.29
0.06 -0.12 0.02
0.07 -0.04 0.08
-0.08 0.03 0.02
-0.06 0.13 0.00
-0.13 0.00 0.08
0.36 -0.18 -0.10
-0.29 0.08 0.13
0.02 -0.03 -0.03
-0.06 -0.09 -0.06
-0.10 0.00 -0.03
0.06 0.06 -0.03
0.08 0.12 0.05
0.05 -0.07 0.07
-0.17 0.08 -0.24
0.03 -0.05 0.26
0.01 0.05 -0.05
0.01 0.13 0.03
0.07 0.07 0.06
0.01 -0.03 -0.08
-0.02 -0.24 -0.03
0.04 0.14 0.00
0.08 -0.17 -0.24
-0.06 0.19 0.21
0.07 0.01 -0.02
-0.01 -0.10 0.09
-0.03 -0.02 0.11
-0.05 -0.02 -0.08
-0.07 0.08 -0.08

Calculated values
2S+1 ... 1
Maximum force ... 0.1113 Eh/bohr
DFT total energy ... -42926.3878 hartree


Computed, not measured: a cluster of 3 separate species, C19H39ClINO4S2 in total in a non-equilibrium geometry, with ωB97M-V with the def2-TZVPD basis set.

Element x y z (Å)
C: 0.734195 -6.256176 1.726724
C: 1.188970 -5.495040 0.308711
C: 1.567150 -3.949651 0.700850
C: 1.597823 -2.917544 -0.615009
O: 0.284160 -2.276266 -0.651867
C: 0.341104 -0.814647 -0.727235
C: -1.116047 -0.148216 -1.067770
C: -2.185307 -0.093238 0.164009
C: -2.040886 1.224995 1.152316
C: -2.254807 -1.425400 1.112370
C: 1.174299 -0.467249 -2.136271
O: 0.664833 -0.607639 -3.382574
N: 2.605456 0.035722 -1.878889
C: 2.499782 0.573296 -0.436234
Cl: 2.046961 2.371709 -0.799339
C: 1.143158 0.062491 0.398778
C: 1.490031 -0.597863 1.867568
C: 1.832082 0.548302 3.025063
C: 1.803478 -0.227841 4.473441
I: -0.233677 -0.050196 5.270040
H: 0.807984 -5.485205 2.635234
H: -0.379806 -6.624448 1.695704
H: 1.492395 -7.130721 1.973511
H: 2.174316 -5.983848 -0.134643
H: 0.281672 -5.501458 -0.429877
H: 2.594204 -3.837613 1.293996
H: 0.719132 -3.525139 1.406206
H: 2.511697 -2.214467 -0.430499
H: 1.794054 -3.633813 -1.549316
H: -1.604077 -0.632635 -2.035188
H: -0.897431 0.984875 -1.374919
H: -3.265112 0.011147 -0.335749
H: -1.658354 2.190928 0.612713
H: -1.432035 0.986541 2.148801
H: -3.144873 1.464746 1.524029
H: -2.168941 -2.364319 0.388638
H: -3.305853 -1.550090 1.653821
H: -1.451053 -1.416394 1.962662
H: 2.923846 0.766810 -2.574346
H: 3.493325 0.663817 0.175259
H: 0.709636 1.124693 0.727452
H: 0.712057 -1.395410 2.238590
H: 2.513555 -1.193896 1.720090
H: 2.959654 0.901803 2.863437
H: 1.067230 1.434015 2.932796
H: 2.647703 0.145865 5.203486
H: 2.044080 -1.373834 4.252072
C: -6.368414 2.431218 3.237069
S: -6.399441 2.333125 1.430862
O: -5.029200 1.923965 0.977854
C: -6.554542 4.114172 1.153970
H: -6.238436 1.423237 3.637938
H: -5.536746 3.060488 3.562661
H: -7.314186 2.843774 3.596163
H: -5.711122 4.637851 1.610227
H: -7.493936 4.469589 1.583686
H: -6.556484 4.299893 0.077319
C: 4.607446 2.421209 -6.533805
S: 4.310523 3.097349 -4.882248
O: 3.648639 2.025156 -4.068307
C: 3.025788 4.264914 -5.391268
H: 5.360450 1.633375 -6.456870
H: 3.683152 2.000648 -6.936881
H: 4.977605 3.212036 -7.190471
H: 2.200674 3.728633 -5.865989
H: 3.449588 4.993141 -6.086623
H: 2.656875 4.784727 -4.503929

Forces on the atoms, in the same order (eV/Å):
0.57 0.35 0.24
0.36 0.57 1.34
-0.44 0.79 -0.18
0.92 -2.23 1.47
1.49 1.80 0.23
-0.13 1.49 -2.29
-0.29 0.46 0.11
-0.97 0.43 0.58
-1.10 -0.26 0.61
-0.66 -0.58 -0.70
-0.38 0.08 -5.51
3.28 0.78 7.88
-3.96 -0.69 2.00
-0.25 1.16 -0.77
0.56 -0.04 0.56
1.15 0.42 0.81
1.66 -0.46 -0.50
0.42 -1.12 -0.43
1.56 -0.45 -1.35
1.08 -0.23 -0.15
-0.14 -1.66 -2.03
2.32 0.53 -0.03
-1.84 1.66 -0.52
-2.37 0.81 0.71
1.96 0.01 1.21
-2.14 -0.60 -1.28
1.70 -0.88 -1.41
-1.94 -0.95 -0.74
-0.58 2.02 1.66
1.29 0.70 2.21
-0.32 -2.45 0.69
2.41 -0.18 0.98
-0.50 -1.91 0.98
-0.91 0.51 -2.30
2.57 -0.46 -0.81
0.12 1.83 1.81
2.16 0.61 -1.18
-1.33 -0.13 -1.80
-0.44 -1.01 0.82
-1.89 -0.58 -1.37
0.08 -2.75 -1.31
1.27 1.86 -0.80
-2.18 1.01 0.46
-2.57 -0.47 0.21
1.65 -1.66 0.41
-2.14 -0.51 -1.26
-0.77 2.47 0.66
0.09 0.00 0.09
0.33 -0.03 -0.07
-0.85 0.35 0.23
0.09 0.10 -0.03
-0.02 0.10 -0.17
-0.03 -0.05 -0.11
0.04 -0.05 -0.10
-0.02 -0.13 -0.02
0.05 -0.10 -0.03
0.01 -0.15 0.14
-0.06 -0.14 -0.05
-0.27 -0.29 0.16
0.23 0.42 -0.44
-0.15 -0.02 0.02
-0.10 0.14 0.11
0.03 0.04 0.13
-0.01 -0.01 0.13
0.11 -0.05 0.07
0.05 -0.08 0.08
0.14 -0.14 -0.06

Calculated values
2S+1 ... 1
Maximum force ... 0.1668 Eh/bohr
DFT total energy ... -2656.9778 hartree


Computed, not measured: a structure of composition C19H39MoNO2P2 in a non-equilibrium geometry, with ωB97M-V with the def2-TZVPD basis set.

Element x y z (Å)
Mo: -0.110230 0.370614 0.130665
P: -2.271247 0.799342 1.091754
P: 2.027711 -0.244093 -1.663209
N: -1.039167 -0.429892 -1.338342
H: 0.115216 1.460204 1.274754
C: -2.730477 2.507965 0.663246
H: -3.585777 2.829468 1.273948
H: -3.002250 2.557739 -0.399927
H: -1.875121 3.169025 0.840006
C: -2.457617 0.613174 2.886134
H: -3.503522 0.791235 3.174837
H: -1.800837 1.336858 3.383788
H: -2.163559 -0.402061 3.187438
C: -3.651108 -0.187497 0.391094
H: -4.551103 -0.080145 1.014923
H: -3.370962 -1.248640 0.345439
H: -3.877409 0.149242 -0.630648
C: 2.698047 1.114861 -2.702040
H: 3.604678 0.808717 -3.247496
H: 2.905096 1.973493 -2.054741
H: 1.907606 1.403808 -3.409923
C: 3.528061 -0.872883 -0.810092
H: 4.369272 -0.986067 -1.512389
H: 3.289314 -1.840114 -0.347814
H: 3.799180 -0.168951 -0.013232
C: 1.718846 -1.550241 -2.926616
H: 2.649259 -1.864254 -3.432026
H: 1.002175 -1.166470 -3.669246
H: 1.258911 -2.415173 -2.424897
C: -1.728775 -0.868011 -2.393218
C: -3.006226 -0.421356 -4.409811
C: -2.207878 0.043242 -3.386204
C: -2.031206 -2.258922 -2.525336
C: -2.830634 -2.694092 -3.562699
C: -3.325846 -1.781817 -4.508608
H: -3.389794 0.285385 -5.145071
H: -1.930056 1.099029 -3.275512
H: -1.624272 -2.931397 -1.762344
H: -3.072081 -3.750441 -3.634718
H: -3.958144 -2.136787 -5.322297
C: 1.265375 2.559712 0.779466
O: 1.120073 2.238706 -0.520908
C: 0.802940 3.957379 1.137059
H: 0.997561 4.206369 2.196025
H: -0.271294 4.097868 0.958276
H: 1.349126 4.701956 0.518642
C: 2.603745 2.183599 1.359142
H: 3.413375 2.353265 0.615844
H: 2.629072 1.122242 1.652201
H: 2.857944 2.777937 2.252923
C: 2.605843 -2.051573 2.592239
C: 1.216219 -1.413112 2.512618
C: 0.149737 -2.503529 2.409655
C: 0.980722 -0.570888 3.765664
O: 1.216162 -0.601031 1.350040
H: 2.687372 -2.683207 3.484212
H: 3.378822 -1.277201 2.640228
H: 2.792094 -2.669411 1.706075
H: 0.224454 -3.179359 3.272377
H: -0.864630 -2.079221 2.398741
H: 0.289628 -3.092315 1.497318
H: 1.074993 -1.204870 4.660908
H: -0.019861 -0.122399 3.773341
H: 1.722454 0.234986 3.838347

Forces on the atoms, in the same order (eV/Å):
2.07 -2.80 -5.82
-0.32 -0.33 -0.48
0.06 -0.24 0.18
1.22 1.37 2.58
0.63 3.15 3.08
-0.35 0.22 0.35
0.14 0.08 -0.20
0.14 -0.10 0.29
-0.37 -0.19 -0.02
-0.36 0.23 0.21
0.28 -0.02 0.06
-0.15 -0.18 -0.02
-0.11 0.33 -0.13
-0.08 -0.06 0.17
0.21 0.01 -0.17
-0.04 0.31 0.01
0.20 -0.12 0.29
-0.04 -0.08 -0.01
-0.31 0.08 0.11
0.01 -0.19 -0.23
0.28 0.00 0.14
0.10 0.00 -0.20
-0.20 -0.01 0.24
0.10 0.30 -0.12
-0.03 -0.22 -0.17
0.03 -0.03 0.08
-0.36 0.14 0.17
0.21 -0.16 0.25
0.14 0.24 -0.21
-0.58 -0.24 -0.37
-0.07 -0.30 -0.24
0.34 -0.25 0.68
0.15 0.63 0.23
-0.08 0.34 -0.26
-0.07 -0.15 -0.01
0.06 -0.20 0.08
-0.20 -0.43 -0.10
-0.22 0.18 -0.33
-0.02 0.11 -0.09
0.15 0.11 0.20
0.25 -0.46 -3.25
-1.19 -0.23 2.47
-0.73 0.29 0.73
-0.08 -0.20 -0.42
0.45 0.03 -0.11
-0.20 -0.68 0.21
0.62 -0.50 0.85
-0.70 -0.05 0.24
-0.05 0.26 -0.23
-0.22 -0.17 -0.29
-0.02 -0.15 0.05
-0.05 0.23 -0.49
-0.01 -0.17 0.16
0.01 0.02 0.29
-0.71 0.04 -0.02
0.05 0.05 -0.11
-0.11 -0.07 -0.01
-0.05 0.10 0.17
-0.09 0.07 -0.16
0.23 -0.02 -0.06
-0.02 0.12 0.08
-0.04 0.21 -0.16
0.24 -0.09 -0.08
-0.13 -0.15 -0.05

Calculated values
2S+1 ... 3
Energy above the lowest of the compared OMol25 structures with the same formula, charge and spin ... 10.68 kcal/mol
Maximum force ... 0.1319 Eh/bohr